No. 1
{"formula": "C37H37FN2O6S2", "method": "ωB97M-V/def2-TZVPD", "symbols": ["H", "N", "O", "C", "H", "C", "H", "S", "C", "N", "H", "C", "C", "C", "H", "H", "H", "H", "C", "H", "F", "H", "C", "C", "O", "C", "H", "C", "H", "H", "H", "H", "H", "C", "S", "H", "C", "H", "H", "H", "H", "C", "C", "C", "O", "H", "C", "C", "H", "C", "C", "H", "C", "C", "H", "H", "H", "C", "C", "C", "C", "C", "C", "H", "C", "C", "H", "H", "H", "C", "C", "C", "C", "C", "O", "O", "H", "C", "H", "H", "C", "H", "O", "H", "H"], "positions_angstrom": [[3.555531, -3.564167, 1.239293], [-0.183897, -0.198374, 3.727175], [4.761806, -4.463642, 3.364392], [1.068321, -3.542278, 4.160304], [4.112216, -0.350725, 0.156445], [3.841928, 0.795168, -7.043344], [1.235538, 1.004032, 6.405758], [2.594155, 2.371882, -0.199942], [-0.112801, 2.748140, 0.661574], [0.294406, 2.229453, 1.948715], [-0.732509, -1.290335, -2.635254], [4.009258, -2.656898, 1.742429], [-4.386095, 1.165027, 2.163392], [-4.405502, -0.325620, 1.530800], [-4.219988, 3.376864, -2.036831], [-3.872892, -0.284202, 0.534764], [-1.545599, -1.653999, 1.225442], [-1.596309, 2.267377, 5.197439], [-0.886909, 3.868649, -2.098404], [4.132685, -2.547381, 4.032658], [1.500393, 3.463113, -2.822327], [1.198623, 2.382707, 5.229416], [-1.874991, -4.503417, -3.394776], [-2.262406, -2.463940, 0.884880], [-2.170583, -2.894170, -6.543851], [-1.540502, 3.208747, 0.398548], [2.201043, 0.804691, 4.884680], [-1.888825, 3.776426, -0.961648], [-5.483117, 1.393979, 2.385438], [-2.661134, -0.877592, 2.853673], [-2.572289, -2.175933, -0.175092], [-3.829749, 1.208205, 3.144802], [-1.147445, 4.265233, -3.117393], [-2.143848, -4.340990, -4.689460], [-3.577267, 4.419740, -1.376384], [4.876634, -2.331733, 1.075375], [-1.121926, -2.092658, -3.250006], [-5.465310, -0.692631, 1.345643], [3.293285, 3.226897, -3.994121], [5.740854, -2.656483, 3.205502], [-4.790471, 2.945848, 0.886133], [1.153311, 1.063785, 1.863175], [-1.923207, -3.041769, -5.363996], [2.333404, 0.923809, 0.920154], [2.080988, -0.485442, -6.149872], [-3.024933, 4.215912, 1.640262], [1.253968, 1.256821, 5.290244], [2.626841, 1.445672, -4.922375], [-4.291737, -1.522996, 3.397915], [-1.390594, -1.929840, -4.544868], [-1.342608, -3.391680, -2.576116], [-1.719478, -3.449042, 0.880092], [1.558802, -2.551641, 3.629225], [3.011488, -1.439373, 1.796533], [-2.031177, -5.446432, -2.885817], [5.389724, 2.107932, -7.650306], [3.946979, 0.091529, -7.859789], [3.234496, -0.256777, 0.861495], [-3.626455, -1.344454, 2.486251], [0.843551, 2.900664, -0.477730], [2.787785, 0.498502, -6.047196], [-0.076106, 0.673144, 4.686589], [0.903442, -0.127318, 2.766139], [3.928204, -4.833307, 3.014888], [0.504250, 3.416402, -1.832066], [-3.922823, 2.230280, 1.075811], [-1.423985, 0.850625, 6.444649], [-0.494249, 2.073481, 2.581611], [-1.234123, -0.986848, -5.053638], [4.614571, 1.874846, -6.931048], [3.398864, 2.525320, -4.809676], [-1.447807, 1.159961, 5.349925], [1.830322, -1.335145, 2.704554], [4.452952, 2.822703, -5.804922], [-1.095044, -3.539247, -1.395124], [-3.424606, -2.564589, 1.746680], [-3.685337, 1.781115, 0.060712], [4.661991, -3.024895, 3.153267], [-2.301741, 2.808042, 2.518890], [-2.533028, -5.143223, -5.303734], [-2.681624, 3.134447, 1.506688], [0.658020, -4.500656, 4.560696], [5.159126, 3.805959, -5.702243], [1.851988, 1.212957, -4.202745], [-2.306442, 0.592435, 4.860605]], "atomic_forces_ev_per_a": [[0.28, 0.98, 0.78], [1.16, 2.84, -0.82], [-0.78, 1.00, -0.68], [0.55, 0.33, -0.48], [-1.31, 0.54, 0.78], [0.19, 0.12, -0.11], [-0.12, 0.34, -1.41], [-1.24, -0.67, 0.63], [-1.82, 1.77, -3.01], [0.74, -0.78, -2.06], [0.01, -0.03, 0.04], [0.49, 0.97, 0.07], [-1.45, -0.62, -1.19], [0.77, 0.43, 0.83], [0.97, 0.50, 0.65], [-0.56, -0.18, 1.08], [-0.72, -0.90, -0.13], [0.32, -1.12, 0.39], [1.35, -1.05, 2.50], [0.28, -0.50, -1.13], [-1.98, -0.03, 1.93], [0.41, -1.15, -0.07], [-0.10, -0.10, -0.20], [0.01, 0.31, -0.41], [0.02, -0.03, 0.20], [1.15, 0.12, -1.37], [-1.15, 0.68, 0.06], [2.46, -1.25, -0.38], [1.53, -0.14, 0.05], [-0.85, -0.64, -0.53], [0.30, -0.55, 1.38], [-0.35, -0.01, -1.17], [0.13, -0.44, 1.39], [0.00, -0.17, 0.20], [0.66, -0.58, 0.09], [-1.26, -0.46, 0.68], [-0.02, 0.14, -0.17], [1.36, 0.43, 0.29], [0.09, -0.01, -0.07], [-1.44, -0.42, -0.24], [1.15, -0.99, 0.19], [1.70, -3.61, 0.78], [-0.04, 0.06, -0.34], [-1.06, -0.82, 1.05], [0.09, 0.14, 0.01], [0.39, -1.43, -0.06], [-0.93, -0.12, 0.56], [0.05, 0.17, 0.10], [0.93, -0.17, -1.18], [0.07, 0.14, 0.22], [0.12, -0.03, 0.24], [-0.74, 1.07, -0.05], [-1.22, 0.69, -1.17], [-1.61, 2.77, -0.46], [0.02, 0.03, 0.04], [0.00, 0.03, 0.03], [-0.04, -0.02, 0.03], [-2.04, -0.65, 2.18], [-1.30, 0.74, -0.63], [-0.55, -0.28, 0.05], [-0.19, -0.22, 0.01], [-0.86, -0.10, 0.37], [2.70, -1.32, -1.02], [0.52, 0.14, 0.42], [-2.39, -0.09, 2.06], [-0.18, 0.85, 0.17], [-0.17, 0.85, -1.20], [0.38, -0.02, -0.44], [0.02, -0.05, -0.05], [-0.04, -0.21, -0.15], [-0.09, -0.10, 0.07], [0.70, -1.55, 0.06], [0.81, 0.05, -0.33], [0.16, 0.23, 0.03], [0.18, -0.12, -0.50], [1.17, 0.90, 0.66], [-0.31, 0.19, 1.39], [0.59, -0.05, 0.30], [-0.20, 0.26, -1.16], [0.01, 0.04, -0.03], [0.30, 0.74, -0.67], [0.72, 1.62, -0.46], [-0.11, -0.17, -0.03], [0.01, -0.01, -0.01], [1.22, 0.78, 0.55]], "mulliken_charge": [0.4162, -0.1753, -0.5497, -0.3284, 0.2326, -0.4289, 0.4129, -0.3406, -0.2256, -0.1431, 0.5884, -0.6563, -0.3287, -0.4095, 0.1675, 0.0863, 0.1122, 0.2827, -0.7484, 0.2033, -0.1736, 0.3034, -0.4249, -0.3334, -0.5573, 0.1556, 0.2473, 0.3591, 0.3491, 0.0058, 0.0919, 0.1692, 0.3797, -0.4015, -0.2242, 0.2193, -0.2522, 0.2333, 0.5536, 0.3294, 0.2642, -0.2301, 0.2861, 0.2709, -0.5324, 0.4851, -1.1791, -0.2031, 0.2858, -0.3213, 0.3244, 0.2668, -1.0125, 0.7528, 0.4228, 0.4065, 0.4134, -1.1551, -0.0366, 0.4757, 0.2490, 0.4532, -0.2385, 0.3376, 0.0184, -0.6491, 0.4404, 0.1714, 0.4254, -0.3937, -0.1863, -0.9222, 1.6808, 0.1718, -0.5086, -0.4375, 0.4428, -0.4061, -0.1412, 0.4016, -0.4802, 0.4087, -0.5454, 0.4838, 0.0422], "orbital_gap_ev": 6.638, "total_energy_ev": -78611.239, "e_lumo_ev": -1.44, "spin_multiplicity": 1}


No. 2
{"formula": "C4H8NO3", "method": "ωB97M-V/def2-TZVPD", "symbols": ["H", "O", "C", "C", "H", "O", "H", "O", "H", "H", "H", "C", "H", "C", "H", "N"], "positions_angstrom": [[0.304487, -0.114202, -1.218582], [-0.906274, -0.490816, 1.644485], [-0.098740, -1.284605, 1.140985], [-0.048901, 1.845783, -1.819588], [0.412342, -2.459668, 2.895159], [0.617414, -1.110865, 0.115891], [-0.910257, -3.103893, 1.958846], [-0.147323, 2.660144, -2.734364], [0.364467, 0.218015, -2.942249], [-0.214143, 3.319539, -0.255526], [-0.966745, 1.765521, 0.125986], [0.078941, -2.632293, 1.873183], [0.777663, -3.321078, 1.399369], [-0.124881, 2.244317, -0.382351], [0.746825, 1.940702, 0.214769], [0.115125, 0.523400, -2.016014]], "atomic_forces_ev_per_a": [[-0.10, 0.12, 0.12], [-0.23, 0.14, 0.03], [0.41, -0.17, 0.09], [0.12, -0.17, -0.27], [0.04, 0.15, 0.10], [0.06, -0.14, -0.11], [0.21, 0.02, -0.06], [0.05, 0.09, -0.12], [-0.18, 0.14, -0.04], [-0.12, 0.13, -0.36], [0.07, -0.11, -0.13], [-0.42, -0.19, 0.13], [-0.03, 0.12, -0.19], [-0.01, 0.26, 1.26], [-0.12, -0.22, -0.42], [0.25, -0.17, -0.03]], "nbo_charge": [0.4530, -0.7642, 0.7772, 0.6679, 0.2008, -0.8160, 0.2015, -0.6884, 0.3711, 0.2053, 0.2617, -0.7312, 0.1936, -0.7273, 0.2361, -0.8412], "orbital_gap_ev": 8.846, "total_charge": -1, "total_energy_ev": -11913.265, "e_lumo_ev": 4.05, "spin_multiplicity": 1}


No. 3
{"formula": "C3HF3O", "method": "ωB97M-V/def2-TZVPD", "symbols": ["F", "H", "C", "F", "F", "C", "O", "C"], "positions_angstrom": [[-2.400196, 1.033921, 1.186556], [0.291912, -0.508973, -0.010185], [-0.093163, 0.488773, 0.297422], [-2.148770, -1.622838, -0.074723], [0.463399, 1.373608, 1.130318], [-1.612655, 0.475609, 0.270425], [-1.027695, 1.420990, -2.003695], [-1.056917, 0.992855, -0.920432]], "atomic_forces_ev_per_a": [[1.18, -0.70, -1.74], [0.49, 0.86, 0.59], [-2.73, -0.21, -0.64], [0.89, 3.14, 0.41], [0.55, -0.69, -0.04], [-1.11, -2.81, 2.59], [-0.36, 0.13, -0.33], [1.09, 0.27, -0.83]], "nbo_charge": [-0.2329, 0.2625, 0.0747, -0.5799, -0.2812, 0.5832, -0.3299, 0.5034], "orbital_gap_ev": [7.678, 7.677], "total_energy_ev": -13320.703, "e_lumo_ev": [-3.08, -3.08], "spin_multiplicity": 1}


No. 4
{"formula": "C13H13F3N4", "method": "ωB97M-V/def2-TZVPD", "symbols": ["C", "C", "C", "H", "F", "N", "H", "H", "H", "C", "C", "C", "C", "H", "N", "F", "C", "N", "H", "C", "H", "F", "C", "H", "H", "H", "C", "C", "C", "H", "N", "H", "H"], "positions_angstrom": [[2.155001, -1.632663, 0.155394], [3.232532, -2.500486, 0.155794], [-2.533710, -1.002672, -0.013203], [0.801895, 2.327467, 1.949846], [-4.890540, -0.784092, 0.157087], [-0.057575, 0.037814, -0.083012], [0.201242, 3.658502, -2.088242], [-3.278889, 1.019811, -0.049235], [-1.650439, 2.815427, -0.072632], [-0.294978, -1.267617, -0.053172], [-2.422357, 0.366965, -0.050464], [0.490518, 3.966921, -1.086764], [0.877439, -2.156352, -0.049893], [1.847617, 3.596013, 1.305204], [-1.495020, -1.829501, -0.016158], [-4.009335, -2.524192, 1.054404], [0.458914, 2.778227, -0.132660], [0.658934, -3.451549, -0.245176], [4.235791, -2.130454, 0.313457], [-3.887323, -1.675344, 0.028923], [2.275205, -0.573155, 0.311807], [-4.146670, -2.366450, -1.088871], [1.690221, -4.269261, -0.244370], [0.154889, 3.948084, 1.663897], [1.141305, 1.997329, -0.479700], [3.813106, -4.562612, -0.056248], [3.001244, -3.851830, -0.048569], [0.840173, 3.190132, 1.289519], [-1.100124, 0.870100, -0.088093], [1.455611, -5.312713, -0.410145], [-0.864477, 2.188600, -0.150235], [1.492039, 4.384991, -1.129209], [-0.192244, 4.744573, -0.749284]], "atomic_forces_ev_per_a": [[-0.17, -0.11, -0.03], [-0.05, -0.12, -0.02], [0.21, 0.53, 0.01], [0.01, -0.06, 0.10], [0.10, 0.28, 0.01], [0.13, 0.36, 0.03], [-0.02, 0.01, -0.10], [-0.10, 0.04, 0.00], [0.02, -0.11, -0.03], [-1.00, 0.25, 0.01], [0.14, -0.30, 0.03], [0.06, -0.30, 0.05], [0.83, -0.21, 0.06], [0.14, 0.08, 0.06], [0.04, -0.35, 0.01], [0.28, 0.00, 0.07], [0.23, 0.22, 0.08], [-0.44, 0.12, -0.04], [0.05, 0.02, 0.01], [-0.64, -0.22, 0.03], [0.02, 0.06, 0.00], [0.26, -0.01, -0.12], [0.37, -0.19, 0.01], [-0.08, 0.10, 0.05], [-0.08, 0.18, 0.03], [0.04, -0.08, 0.00], [-0.04, 0.12, 0.01], [0.05, -0.21, -0.26], [-0.28, -0.65, 0.00], [0.08, -0.11, -0.01], [-0.15, 0.41, -0.07], [0.09, 0.11, 0.00], [-0.08, 0.14, 0.03]], "nbo_charge": [-0.2119, -0.1785, 0.1484, 0.2188, -0.3310, -0.5289, 0.2184, 0.2329, 0.3930, 0.4164, -0.3252, -0.6090, 0.1259, 0.2116, -0.4437, -0.3097, -0.0540, -0.3705, 0.2161, 0.9568, 0.2335, -0.3131, 0.0398, 0.2009, 0.2291, 0.2189, -0.2462, -0.6120, 0.4338, 0.1930, -0.5693, 0.2172, 0.1984], "orbital_gap_ev": 9.010, "total_energy_ev": -27806.073, "e_lumo_ev": 0.15, "spin_multiplicity": 1}